1.
49
Properties=species:S:1:pos:R:3 method="wB97M-V/def2-TZVPD" spin_multiplicity=2 homo_ha="-0.6283 / -0.6283" max_force_ev_per_a=9.42 homo_lumo_gap_ev="6.52 / 4.68" total_charge=+3
Zr 1.5079 0.5650 -1.4600
F 2.8513 1.9098 -0.4301
F 0.3876 0.4341 0.4106
C 0.0810 0.6980 3.7764
O 1.1223 1.2733 3.0913
H 0.1645 -0.3864 3.8497
H 0.2122 1.0329 4.8053
H -0.8662 1.1713 3.5178
H 0.9224 1.1547 2.1599
N -4.5149 0.2887 -1.6324
C -4.2169 -1.0389 -1.5158
C -3.3484 -1.2470 -0.4757
C -2.9348 0.0199 -0.0791
C -3.6428 0.9466 -0.7872
H -5.1663 0.7773 -2.2299
H -4.9825 -1.7127 -1.8713
H -3.0605 -2.1517 0.0390
H -2.2248 0.3751 0.6532
H -3.6284 2.0257 -0.7463
C -0.0519 4.9268 -1.6391
S -0.8932 3.3767 -1.1198
O 0.1937 2.3199 -1.3532
C -1.0144 3.7681 0.6628
H 0.2953 4.7628 -2.6593
H 0.8492 4.9946 -1.0295
H -0.6533 5.8124 -1.4339
H -1.4834 3.0741 1.3602
H -1.4542 4.7561 0.7993
H -0.0178 3.6866 1.0966
C 2.1628 -2.0663 2.1133
S 3.3378 -1.7194 0.7218
O 2.5101 -0.8921 -0.3131
C 4.4358 -0.4960 1.6072
H 2.5350 -1.9048 3.1249
H 2.0113 -3.1448 2.1570
H 1.1634 -1.6425 2.0147
H 4.7679 -0.8495 2.5834
H 3.9629 0.4853 1.5684
H 5.3712 -0.3121 1.0787
C 1.5502 -3.9985 -1.7202
S 0.0842 -3.0243 -1.2711
O 0.4166 -1.5197 -1.4651
C -0.9782 -3.3615 -2.7941
H 1.4180 -4.5495 -2.6513
H 1.8148 -4.8814 -1.1383
H 2.4839 -3.4412 -1.7961
H -0.3356 -3.3398 -3.6743
H -1.6750 -2.6246 -3.1936
H -1.4698 -4.3309 -2.7121

=====

2.
168
Properties=species:S:1:pos:R:3 method="wB97M-V/def2-TZVPD" homo_ha=-0.3278 max_force_ev_per_a=2.74 smiles=COC[C@H](C)N.COC[C@H](C)N.COC[C@H](C)N.COC[C@H](C)N.CCCCCC.CCCCCC.CCCCCC.CCCCCC.CCCCCC homo_lumo_gap_ev=9.63 total_charge=0
C 5.9497 -1.5627 0.5825
O 6.2718 -0.4180 1.3701
C 5.1398 0.4118 1.6926
C 5.6035 1.5565 2.6578
C 4.3520 2.4368 3.0828
N 6.4848 2.4471 1.9479
H 6.9099 -1.9577 0.2507
H 5.3015 -1.2551 -0.2380
H 5.4594 -2.3266 1.1860
H 4.6429 0.7660 0.7894
H 4.4106 -0.2069 2.2157
H 6.1103 1.0377 3.4714
H 4.6274 3.2984 3.6910
H 3.6560 1.8417 3.6740
H 3.7458 2.8193 2.2616
H 6.7336 3.2829 2.4575
H 7.3800 2.0005 1.8093
C 3.3250 1.9990 -1.2167
O 4.4339 1.8881 -2.1325
C 4.2338 1.2248 -3.3981
C 5.5885 1.0712 -4.1331
C 5.2334 0.6269 -5.5753
N 6.5267 0.1036 -3.5148
H 2.6003 2.7732 -1.4687
H 3.5988 2.1908 -0.1792
H 2.7816 1.0542 -1.2026
H 3.8605 0.2387 -3.1215
H 3.3721 1.7230 -3.8422
H 6.0704 2.0478 -4.1802
H 4.6349 -0.2817 -5.6419
H 6.1182 0.4777 -6.1943
H 4.7368 1.4057 -6.1540
H 6.5180 0.4043 -2.5506
H 7.4435 0.3635 -3.8495
C -5.2967 -1.7009 -2.3317
O -4.8847 -0.4122 -2.8450
C -3.9174 -0.5474 -3.8970
C -3.5281 0.8113 -4.4622
C -4.5420 1.4371 -5.4140
N -2.2479 0.7623 -5.1624
H -5.5195 -2.4287 -3.1119
H -6.1980 -1.5874 -1.7293
H -4.5873 -2.1573 -1.6414
H -3.0722 -1.0672 -3.4460
H -4.3933 -1.1853 -4.6418
H -3.4803 1.4738 -3.5979
H -4.1413 2.2721 -5.9887
H -5.4110 1.7912 -4.8594
H -4.8560 0.6808 -6.1334
H -2.2443 0.0076 -5.8336
H -2.0266 1.6069 -5.6701
C 1.5015 -0.4131 1.2409
O 0.6894 0.2443 0.3646
C 0.5701 -0.4033 -0.9013
C -0.3356 0.3747 -1.8213
C -1.6915 0.5210 -1.2298
N -0.3739 -0.3310 -3.1431
H 0.9963 -1.2410 1.7384
H 1.6619 0.3686 1.9834
H 2.4605 -0.6516 0.7810
H 1.5029 -0.5200 -1.4529
H 0.1661 -1.4060 -0.7612
H 0.0620 1.3674 -2.0326
H -2.1806 -0.4530 -1.2468
H -2.3401 1.2068 -1.7749
H -1.7051 0.9746 -0.2388
H -0.8843 -1.1955 -3.0333
H -0.9094 0.2055 -3.8106
C -1.9639 -1.4732 5.1030
C -0.5930 -1.2608 5.6958
C -0.2489 0.2464 5.9172
C -0.1017 1.0299 4.5816
C 0.3419 2.4743 4.7160
C 0.6894 3.1492 3.3814
H -1.9163 -0.9712 4.1367
H -2.7750 -1.0451 5.6921
H -2.2011 -2.5243 4.9389
H -0.5237 -1.6796 6.6998
H 0.2671 -1.6701 5.1660
H 0.6682 0.2442 6.5064
H -0.9276 0.6876 6.6472
H 0.5678 0.4831 3.9176
H -1.1103 1.0917 4.1730
H -0.5042 3.0346 5.1138
H 1.1540 2.5208 5.4416
H -0.2019 3.3529 2.7881
H 1.0734 4.1534 3.5606
H 1.4001 2.5884 2.7742
C -4.5372 3.3739 -1.2427
C -4.4532 2.7295 0.1316
C -4.8936 1.2300 0.0554
C -4.5347 0.5339 1.4007
C -5.0173 -0.8951 1.5097
C -6.4760 -1.1718 1.5933
H -4.2447 4.4236 -1.2165
H -5.5783 3.3507 -1.5647
H -3.9734 2.8789 -2.0334
H -3.5028 2.8672 0.6472
H -5.1599 3.2685 0.7627
H -4.4005 0.7133 -0.7680
H -5.9590 1.1505 -0.1610
H -3.4543 0.4207 1.4902
H -4.9352 1.0263 2.2869
H -4.6672 -1.4035 0.6113
H -4.5476 -1.4270 2.3370
H -7.1140 -0.5691 0.9468
H -6.4564 -2.2425 1.3903
H -6.7760 -1.0045 2.6278
C 3.1189 -3.6566 -2.2374
C 1.9319 -4.5489 -2.6027
C 0.6277 -3.7392 -2.8499
C -0.5774 -4.5726 -3.0205
C -1.8139 -3.7196 -3.4041
C -2.9576 -4.6484 -3.6672
H 2.8913 -3.1222 -1.3151
H 3.1507 -2.7727 -2.8744
H 4.0839 -4.1487 -2.1159
H 2.2141 -5.0745 -3.5150
H 1.7792 -5.1874 -1.7326
H 0.7899 -3.0393 -3.6696
H 0.3971 -3.1158 -1.9860
H -0.3081 -5.2560 -3.8259
H -0.8554 -5.2431 -2.2074
H -2.0911 -3.1332 -2.5281
H -1.5528 -3.1100 -4.2691
H -3.2328 -5.1359 -2.7320
H -3.8122 -4.1412 -4.1151
H -2.7266 -5.4853 -4.3262
C -0.8684 3.8678 -1.0200
C -0.9798 5.3644 -0.6525
C 0.0908 5.8675 0.3624
C 1.4510 5.8410 -0.2173
C 2.5877 5.8957 0.7998
C 3.9159 6.0479 0.1466
H -0.7550 3.2298 -0.1436
H -0.0148 3.6393 -1.6583
H -1.6419 3.4757 -1.6804
H -0.9399 5.9952 -1.5405
H -1.9325 5.5413 -0.1533
H 0.1319 5.3327 1.3113
H -0.0628 6.9083 0.6476
H 1.6574 4.9042 -0.7350
H 1.5581 6.7090 -0.8679
H 2.4005 6.8017 1.3762
H 2.4977 5.0824 1.5200
H 3.8318 6.8453 -0.5918
H 4.7148 6.1410 0.8823
H 4.1154 5.1370 -0.4178
C -1.8585 -2.6345 0.9033
C -1.0484 -3.8203 1.4395
C -1.2216 -4.0253 2.9395
C -0.5351 -5.2881 3.5780
C -0.4923 -5.1128 5.1082
C -0.1581 -6.5297 5.7168
H -2.0769 -2.6070 -0.1643
H -1.3536 -1.6773 1.0331
H -2.8613 -2.6748 1.3285
H -1.2559 -4.7773 0.9606
H -0.0049 -3.7035 1.1469
H -2.2911 -4.0427 3.1493
H -0.7415 -3.1068 3.2770
H -1.1005 -6.1441 3.2097
H 0.4946 -5.3401 3.2245
H 0.2931 -4.4198 5.4099
H -1.4062 -4.7054 5.5405
H -1.0200 -6.9231 6.2556
H -0.0450 -7.4020 5.0731
H 0.7568 -6.4151 6.2982

=====

3.
17
Properties=species:S:1:pos:R:3 method="wB97M-V/def2-TZVPD" homo_ha=-0.2885 max_force_ev_per_a=5.00 smiles="C=CC(C=C)=CC" relative_energy_kcal_mol=103.8 homo_lumo_gap_ev=8.15 total_charge=0
C -1.7805 -2.1131 0.5257
C -0.4711 -1.7293 0.8408
C 0.1163 -0.4318 0.2319
C 0.7805 0.5261 1.1609
C 1.9173 1.3369 1.0479
C -0.2916 -0.0981 -1.0532
C -0.1127 1.1581 -1.7322
H -2.3181 -1.9847 -0.4501
H -2.5213 -2.0576 1.2766
H 0.1995 -2.1141 1.6970
H 0.2926 0.7578 2.1794
H 2.1282 2.0536 1.7863
H 2.6517 1.1570 0.1882
H -0.7261 -0.8965 -1.6791
H -0.0901 0.9284 -2.8094
H -0.7506 1.9862 -1.5890
H 0.9760 1.5212 -1.6215

=====

4.
182
Properties=species:S:1:pos:R:3 method="wB97M-V/def2-TZVPD" homo_ha=-0.3138 max_force_ev_per_a=3.68 homo_lumo_gap_ev=8.79 total_charge=0
C 14.1800 12.4004 8.4822
C 12.8124 12.9073 8.9172
C 11.6461 12.3300 8.1046
O 10.3853 12.9157 8.4664
C 9.4996 12.2024 9.2577
N 12.5997 12.6344 10.3892
H 13.3516 12.8305 11.0345
H 11.9033 13.2336 10.8087
H 12.2959 11.6864 10.5597
H 14.2554 11.3235 8.6328
H 15.0124 12.8439 9.0285
H 14.4191 12.6897 7.4588
H 12.7197 13.9922 8.8659
H 11.5119 11.2486 8.1313
H 11.8805 12.5447 7.0619
H 8.5162 12.6689 9.1989
H 9.6884 12.3092 10.3259
H 9.4978 11.1580 8.9459
C 16.8642 8.6958 13.4707
C 15.2797 8.4210 13.3043
C 14.4735 8.6832 14.5433
O 14.4313 10.1279 14.8021
C 13.1269 10.6933 14.7896
N 14.8274 9.2479 12.0607
H 14.8918 10.2128 12.3521
H 15.4330 9.1722 11.2560
H 13.8769 9.0404 11.7893
H 17.3057 8.0390 14.2203
H 17.0249 9.7468 13.7109
H 17.4115 8.5850 12.5346
H 15.2014 7.3848 12.9755
H 14.9989 8.2127 15.3744
H 13.4938 8.2077 14.5884
H 13.2250 11.7531 15.0248
H 12.4247 10.1823 15.4484
H 12.6660 10.6425 13.8032
C 16.6882 13.2209 13.5136
C 15.9910 12.3914 12.3981
O 16.7790 11.7896 11.6393
O 14.7567 12.3779 12.2834
H 16.1723 13.0663 14.4612
H 16.6426 14.2945 13.3311
H 17.7375 12.9710 13.6705
C 9.8502 8.4745 11.3739
C 11.3240 8.8687 11.4671
O 11.7745 9.8117 10.7765
O 12.0657 8.1425 12.1906
H 9.6243 7.6903 12.0965
H 9.5454 8.1268 10.3869
H 9.2833 9.3289 11.7437
C 14.1480 14.0619 16.4712
C 13.5796 15.4575 16.7586
C 14.3966 16.5896 16.1939
O 12.2854 15.5760 16.2559
H 15.1861 13.9223 16.7728
H 14.1578 13.9245 15.3899
H 13.5699 13.2558 16.9230
H 13.5751 15.6184 17.8366
H 14.0253 17.5668 16.5024
H 14.3888 16.6030 15.1040
H 15.4369 16.4014 16.4594
H 11.7145 14.8705 16.5689
C 13.7776 15.9119 12.4068
C 14.6619 17.0033 11.7467
C 15.7035 16.2590 10.8811
O 13.9453 17.9001 10.9327
H 14.3863 15.2528 13.0258
H 13.2131 15.3786 11.6419
H 13.0832 16.4329 13.0659
H 15.1631 17.6215 12.4915
H 16.1943 15.5226 11.5174
H 16.4618 16.9556 10.5236
H 15.1959 15.7789 10.0445
H 13.2976 18.3721 11.4610
C 19.7832 11.0535 15.7286
C 20.6039 10.5376 16.9309
C 22.0888 10.4966 16.6680
O 20.3330 11.3932 18.0371
H 18.7181 11.2039 15.9045
H 19.9542 10.4630 14.8285
H 20.1121 12.0642 15.4870
H 20.2809 9.5210 17.1553
H 22.2991 9.8661 15.8041
H 22.6395 9.9816 17.4550
H 22.5076 11.4953 16.5443
H 19.4599 11.0601 18.2567
C 17.0288 12.6557 18.5001
C 16.5711 11.2196 18.8033
C 15.3757 10.8033 17.9593
O 17.7296 10.4462 18.4904
H 16.3226 13.3142 19.0058
H 17.0829 12.7439 17.4150
H 17.9902 12.8715 18.9662
H 16.3360 11.1157 19.8625
H 14.4546 11.3582 18.1376
H 15.0622 9.7780 18.1554
H 15.7242 10.9011 16.9312
H 17.3886 9.5498 18.4464
C 18.7001 15.0082 9.9743
C 19.6099 13.8100 10.1629
C 21.0568 14.2514 10.2578
O 19.2525 13.2451 11.3753
H 18.6469 15.7035 10.8120
H 17.6948 14.6211 9.8079
H 18.8812 15.6066 9.0814
H 19.4304 13.0371 9.4156
H 21.0805 15.0251 11.0252
H 21.4645 14.7333 9.3692
H 21.7658 13.4785 10.5545
H 18.4798 12.6935 11.2328
C 8.6331 15.1644 12.4143
C 10.1716 15.0953 12.5650
C 10.6291 14.1306 13.6944
O 10.8276 14.5326 11.4016
H 8.1872 15.4220 13.3750
H 8.1356 14.2944 11.9857
H 8.3206 15.9597 11.7376
H 10.5761 16.0830 12.7860
H 11.6968 13.9127 13.7206
H 10.1311 13.1787 13.5105
H 10.3341 14.4234 14.7020
H 11.0780 15.2593 10.8265
C 17.3929 10.3241 8.2254
C 17.8593 9.2594 9.1376
C 19.2893 9.4951 9.6516
O 17.0165 9.3188 10.2767
H 17.9933 10.3749 7.3171
H 17.4417 11.3585 8.5655
H 16.3588 10.0937 7.9694
H 17.8382 8.2487 8.7301
H 19.8341 8.5513 9.6737
H 19.3350 10.0800 10.5703
H 19.8628 10.1443 8.9901
H 17.2083 10.1796 10.6558
C 17.2452 19.0866 13.6124
C 16.7570 20.2999 12.8269
C 15.9982 21.3296 13.6811
O 17.8310 21.0304 12.2692
H 17.9881 18.5649 13.0092
H 16.4985 18.3861 13.9863
H 17.7410 19.3285 14.5525
H 16.2188 19.8482 11.9936
H 15.1096 20.9011 14.1448
H 15.6526 22.1544 13.0579
H 16.6442 21.7463 14.4538
H 17.9810 21.8570 12.7337
C 20.5371 15.1748 15.9358
C 19.6199 15.0779 14.6984
C 18.4403 16.1285 14.6672
O 20.3178 15.2596 13.5282
H 21.2568 14.3626 16.0378
H 20.0016 15.1406 16.8846
H 21.0242 16.1496 15.9088
H 19.2191 14.0671 14.6231
H 17.9276 16.1985 13.7078
H 18.8791 17.1178 14.7965
H 17.6545 15.9531 15.4019
H 19.9306 14.6810 12.8672
C 22.9383 8.5391 10.7368
C 22.8021 9.8934 11.3587
C 21.9523 9.8900 12.6058
O 24.0608 10.2016 11.7447
H 23.2243 7.8303 11.5140
H 23.6515 8.4663 9.9157
H 22.0394 8.0314 10.3872
H 22.3837 10.6567 10.7026
H 21.5636 10.8620 12.9093
H 22.4437 9.3976 13.4450
H 21.0682 9.2935 12.3808
H 24.4068 9.4307 12.2005
C 17.3436 17.8114 20.3479
C 16.6935 16.7176 19.5022
C 17.5779 16.0650 18.4474
O 16.3845 15.7368 20.4035
H 17.4832 18.6324 19.6447
H 18.2812 17.4369 20.7588
H 16.7663 18.2022 21.1858
H 15.7794 17.0440 19.0063
H 18.5188 15.9067 18.9744
H 17.7650 16.8082 17.6723
H 17.1949 15.1247 18.0510
H 17.2248 15.3972 20.7200